Record 1
The molecule C5H12N2O in a non-equilibrium geometry. Source: the OMol25 dataset; level of theory: ωB97M-V/def2-TZVPD.

Each line ends with the Mulliken charge.
Positions of all 20 atoms, in Å:
C1 1.50 -0.30 1.10  -1.43
C2 1.15 0.47 -0.18  0.50
C3 0.67 -0.40 -1.36  -0.39
N1 0.07 -1.51 -1.41  -0.50
N2 -0.47 -2.04 -0.23  -0.37
C4 0.23 1.67 0.03  -0.72
C5 -0.95 1.48 0.95  -0.53
O1 -1.81 0.46 0.45  -0.57
H1 2.02 0.37 1.81  0.36
H2 0.59 -0.65 1.63  0.33
H3 2.13 -1.17 0.90  0.36
H4 2.11 0.82 -0.59  0.31
H5 1.04 -0.09 -2.33  0.42
H6 -1.13 -2.77 -0.52  0.31
H7 -1.02 -1.37 0.34  0.19
H8 -0.06 1.93 -1.01  0.37
H9 0.81 2.53 0.39  0.36
H10 -1.53 2.43 0.95  0.36
H11 -0.62 1.35 2.00  0.33
H12 -2.58 0.30 1.03  0.30

## Properties
**Spin multiplicity**: 1
**SMILES**: C[C@@H](/C=N\N)CCO

---

Record 2
The ion C2HN6S with charge -1 in a non-equilibrium geometry. Source: the OMol25 dataset; level of theory: ωB97M-V/def2-TZVPD.

Each line ends with the Mulliken charge.
Positions of all 10 atoms, in Å:
C1 1.23 0.15 0.14  0.36
C2 5.11 1.18 -0.01  0.34
N1 2.47 0.32 0.15  -0.28
N2 0.05 0.01 0.07  0.36
N3 5.54 2.25 -0.07  -0.47
N4 3.44 -0.53 0.12  -0.28
N5 -1.12 0.51 0.01  -0.91
N6 4.68 -0.07 0.06  0.25
S1 5.99 -1.16 -0.06  -0.54
H1 -1.80 -0.25 -0.03  0.17

## Properties
**Spin multiplicity**: 1
**Total charge**: -1

---

What energy above the lowest of the compared OMol25 structures with the same formula, charge and spin values result from the calculations? In sequence: 261.4; 256.1 kJ/mol.